1.
DFT (wB97M-V/def2-TZVPD) results for C20H8Cl5FeNO6S as an isolated structure in a non-equilibrium geometry.

```
42
Properties=species:S:1:pos:R:3:forces:R:3
Fe 1.17194 -0.91386 1.24270 -1.0339 -1.0915 0.1924
O -0.62891 -4.62493 1.22553 -0.9237 -0.6322 0.5032
C -0.63311 -3.39390 1.27570 1.7749 -0.7685 -1.5368
O 0.45801 -2.78625 1.56730 -0.0177 1.3433 0.2656
C -1.83100 -2.67314 0.70412 0.5716 1.0070 1.0106
C -2.84297 -3.48598 0.21055 -0.0298 -0.3366 -0.0264
C -4.03259 -3.01215 -0.21333 -1.4739 1.3043 -0.2982
C -4.30949 -1.61783 -0.10982 -3.2691 -2.0555 -2.5608
C -3.37836 -0.87811 0.42675 3.1529 2.5866 1.5404
C -2.06410 -1.28946 0.82584 -0.6933 -0.7225 0.7215
S -1.06185 -0.10568 1.69525 -0.3364 -0.1948 -0.5313
H -2.73127 -4.54550 0.21154 0.5372 -0.5453 0.0926
H -4.80939 -3.69819 -0.47953 -0.3218 -0.3085 -0.4545
H -5.25711 -1.10659 -0.57723 1.6374 -1.2716 1.2758
H -3.58452 0.13451 0.66165 -0.1362 1.0975 -0.1448
Cl 1.19019 1.47377 3.66334 0.6030 -0.0997 -0.1377
C 2.77894 0.91338 3.11287 -0.8603 0.5282 0.3340
C 2.83213 -0.11268 2.19970 0.1502 -0.7348 -0.0489
C 4.08960 -0.57962 1.87075 0.6498 0.1202 0.1710
Cl 4.23402 -2.07499 0.94016 -0.1040 0.5447 0.1184
C 5.26665 0.06030 2.29830 0.9661 -0.6181 -0.2037
Cl 6.88033 -0.55607 1.77597 -1.1368 0.6122 0.4303
C 5.19164 1.13378 3.17901 -0.7768 0.6244 0.0544
Cl 6.57081 2.11972 3.65159 -0.3727 -0.7937 -0.2832
C 3.89692 1.52683 3.61123 1.4111 1.1491 0.9138
Cl 3.78950 2.86725 4.81860 -0.0173 -1.0057 -0.9169
O 1.45536 -0.36914 -0.64044 0.5515 -0.3993 0.4653
C 1.29151 0.87528 -0.85543 0.5151 0.2941 -0.3277
O 1.96497 1.82876 -0.46457 -0.2920 -0.3835 -0.0618
C 0.14270 1.10081 -1.78135 -0.4311 0.9796 -1.6876
C -0.81986 0.13438 -2.02025 -1.5325 -0.7051 0.3268
C -1.94797 0.36560 -2.80966 0.3130 2.3144 -1.1108
C -2.08369 1.64788 -3.44886 -0.7568 -2.7341 1.3576
C -1.12929 2.57221 -3.17444 0.7020 0.6630 -1.0402
C 0.03943 2.29907 -2.48651 -0.3689 0.0176 1.5445
N -1.34868 3.91233 -3.70744 0.5582 2.6735 0.2670
O -2.40984 4.22132 -4.23308 -0.0929 -0.9997 -0.0840
O -0.49008 4.78977 -3.52767 -0.2261 -1.3875 -0.0674
H -0.81804 -0.78208 -1.45331 0.3852 -0.1837 0.0156
H -2.79021 -0.30084 -2.95222 0.4100 -0.4073 0.2806
H -2.98724 1.86110 -3.99446 0.0725 0.2640 -0.1406
H 0.74490 3.06893 -2.23883 0.2422 0.2557 -0.2181
```
Positions in Å, forces in eV/Å.

Computed properties:
Total charge: -2
HOMO level (alpha / beta) in eV: -2.040 / -1.993
Multiplicity: 5
⟨S²⟩: 6.01



2.
DFT (wB97M-V/def2-TZVPD) results for a 2-piece molecular cluster, C4H13NO overall in a non-equilibrium geometry.

```
19
Properties=species:S:1:pos:R:3:forces:R:3
N 0.53098 -0.86172 1.12300 0.8113 0.5841 -0.7971
C 0.91171 -2.18100 0.70248 1.2963 -1.0431 0.0485
C 1.66883 0.06852 0.78589 -0.8982 0.0519 -0.2950
C -1.25781 0.72157 0.64575 -0.5347 -0.1871 0.9240
C -0.55915 -0.55541 0.19923 -1.2054 0.9905 0.2792
H 0.26568 -2.98747 1.08828 0.0824 0.4894 -0.0536
H 1.94731 -2.37261 1.03023 -0.4158 -0.2334 -0.1110
H 0.88177 -2.20321 -0.39989 0.3012 -0.4820 0.0432
H 1.49940 1.07170 1.21196 0.0134 -0.4927 -0.1357
H 1.60593 0.13785 -0.31313 0.6429 0.3620 0.0662
H 2.68445 -0.26316 1.05993 -0.7061 -0.2213 0.1927
H -2.25424 0.88246 0.20095 0.4724 -0.1340 0.0256
H -0.67869 1.65628 0.55891 -0.0959 -0.5403 -0.1357
H -1.38422 0.48411 1.71544 -0.3184 0.7491 -0.1694
H -1.26733 -1.40397 0.26150 0.1847 0.4802 -0.0922
H -0.25554 -0.44745 -0.85984 0.3660 -0.3658 0.2009
O -1.65422 3.06062 -2.85532 0.6436 -0.9575 -0.4472
H -1.99258 2.16855 -3.09610 0.4035 0.9507 0.2498
H -0.69226 3.02438 -3.05923 -1.0433 -0.0006 0.2070
```
Positions in Å, forces in eV/Å.

Computed properties:
HOMO level in eV: -9.059
SMILES: CCN(C)C.O



3.
DFT (wB97M-V/def2-TZVPD) results for one molecule with the formula C18H26N2O2.

```
48
Properties=species:S:1:pos:R:3:forces:R:3
C -2.90262 -2.61870 -3.80057 0.2888 0.2288 0.1891
C -2.07782 -1.37456 -3.48465 -0.4091 -0.0229 -0.2817
H -2.69589 -0.60513 -3.00488 0.1100 -0.0294 -0.0507
H -1.67223 -0.95500 -4.41036 -0.1107 0.0121 0.1468
O -0.93376 -1.65941 -2.70881 0.3146 -0.1778 0.4369
C -1.06093 -1.95514 -1.37555 0.2104 -0.0315 -0.0921
C -2.24274 -1.83060 -0.65616 -0.0500 0.0997 -0.1606
C -2.30590 -2.16044 0.68727 -0.0363 -0.0158 0.0694
C -1.18284 -2.63112 1.33707 -0.0408 0.0136 0.0597
C 0.00694 -2.73516 0.64118 0.0359 0.0380 -0.2143
C 0.09720 -2.39274 -0.70263 -0.0394 0.0183 0.0829
O 1.32729 -2.56841 -1.27718 -0.4111 -0.3356 0.1023
C 1.81822 -1.60040 -2.18996 0.1925 0.5881 -0.4735
H 1.28142 -1.65482 -3.14266 0.1600 -0.0583 0.1648
C 1.75003 -0.17882 -1.63149 0.1250 -0.4932 0.1954
C 2.52671 -0.04763 -0.32100 -0.0756 0.2540 -0.1185
C 2.12802 1.18218 0.49278 -0.0136 -0.4094 -0.0126
H 2.16328 2.07252 -0.13937 0.0417 0.1197 0.0251
H 2.85244 1.32183 1.29865 0.0023 0.1111 0.0077
C 0.73242 1.05361 1.11737 0.2007 0.3102 -0.0648
C 0.45470 2.18573 2.04750 -0.2415 0.2761 -0.0803
C 0.01797 3.45783 1.73263 0.0294 -0.2349 0.1211
N -0.05131 4.13248 2.90516 0.0092 -0.1092 -0.3295
N 0.31156 3.38226 3.94805 0.1008 0.0195 0.7796
C 0.62492 2.19906 3.45149 -0.1354 0.3634 -0.2629
C 1.07818 1.08028 4.31961 -0.0430 0.0899 -0.0312
H 0.41160 0.22495 4.21442 0.0054 -0.1041 0.0515
H 2.08281 0.76437 4.04170 0.0744 -0.0884 0.0433
H 1.08039 1.40690 5.35525 0.0226 -0.0394 0.0873
H -0.33639 5.08754 3.04876 0.0447 -0.1602 0.0231
C -0.32803 4.08871 0.43305 0.1089 0.0363 0.0596
H -0.53741 3.32102 -0.30729 -0.0478 -0.0093 -0.0882
H 0.49918 4.69892 0.06779 -0.0081 0.0307 -0.0977
H -1.20336 4.72854 0.53647 -0.0709 0.0204 -0.0901
H -0.02892 1.03158 0.33406 -0.0368 -0.1450 0.0019
H 0.66973 0.11129 1.66506 -0.0636 -0.0734 -0.0578
H 2.35238 -0.93902 0.28439 0.0664 -0.0415 0.0383
H 3.59552 -0.00496 -0.54428 0.0370 -0.0921 0.0160
H 2.14586 0.51032 -2.37966 -0.0447 0.0424 -0.0542
H 0.70191 0.07312 -1.46751 -0.0597 0.0787 -0.0886
H 2.85867 -1.89852 -2.34910 -0.0856 0.0587 -0.0068
H 0.90264 -3.09294 1.12554 0.1296 -0.0126 0.0221
H -1.22542 -2.90479 2.37999 0.0028 -0.0281 0.0954
H -3.24167 -2.05402 1.21465 -0.0801 0.0038 0.0386
H -3.13917 -1.47869 -1.14194 -0.0459 0.0196 -0.0984
H -3.28879 -3.07058 -2.89031 -0.0782 -0.0583 0.0245
H -2.28120 -3.35148 -4.30916 0.0248 -0.0684 -0.0614
H -3.73558 -2.35197 -4.44537 -0.1100 0.0056 -0.0668
```
Positions in Å, forces in eV/Å.

Computed properties:
HOMO level in eV: -8.244
SMILES: CCOc1ccccc1OCCCCCc1c(C)n[nH]c1C



Q: Number 3 is which compound?
A: C18H26N2O2